Here is a molecular structure, C63H54As2Cl2CrN2O6P2S2 from the Open Molecules 2025 dataset. Energies are from ωB97M-V/def2-TZVPD.

```
134
Properties=species:S:1:pos:R:3:forces:R:3
As 3.6033 1.9086 -1.4568 0.0 0.2 -0.1
As 1.1937 -0.6546 -1.9456 0.9 -0.9 -1.3
Cr -0.1217 0.6768 -0.1448 -0.1 0.0 -0.5
Cl -0.3926 -6.0285 -0.7792 0.0 -0.1 -0.1
Cl -1.4016 -2.1800 2.9154 0.0 0.0 0.1
S 1.6216 -0.6715 1.1828 0.7 -0.3 0.7
S 4.2448 1.2004 2.7568 -0.1 0.1 -0.1
P -1.6083 2.5135 -1.8009 -0.4 0.7 -0.2
P 3.2408 -0.4407 2.3926 -0.3 -0.5 -0.5
O -3.3105 0.5965 0.6697 -0.4 -0.1 0.4
O 0.7098 2.4920 -0.1507 0.1 0.4 -0.1
O -1.3044 -1.1055 -0.3078 -0.1 0.3 0.3
O 0.5223 1.6218 2.8666 -0.3 0.2 0.6
O -2.1386 -0.2538 -2.1825 -0.3 0.0 0.1
O 2.0669 4.2521 -0.1612 -0.2 0.0 0.0
N -2.0440 -3.9584 0.4223 0.1 0.2 0.0
N -1.2184 1.1456 1.4338 -0.9 0.2 1.2
C -1.7850 1.8443 -5.8768 -0.1 0.0 -0.1
C -0.7136 3.9562 -5.5801 0.1 0.0 -0.2
C -3.7796 -3.8736 2.0913 0.0 0.0 -0.1
C -4.9923 -3.3967 2.5466 0.0 0.0 0.0
C -5.6948 -2.4684 1.7925 -0.2 0.1 0.1
C -0.5599 -3.5897 2.3802 0.0 -0.2 -0.4
C 2.1360 -2.3583 6.4504 -0.1 0.0 0.0
C -0.0062 6.0249 -0.2598 -0.1 0.1 0.0
C 2.4016 2.5123 -2.9088 -0.1 0.1 -0.1
C 3.4685 -1.9361 -3.2102 -0.2 0.0 0.0
C -6.1500 2.8994 -0.8981 0.0 0.0 0.0
C -1.1968 2.9723 -6.4305 0.0 0.0 0.1
C 5.7174 -1.1734 -3.4830 0.1 0.0 -0.1
C 0.5357 -4.0109 3.1180 -0.1 0.0 0.0
C 5.3684 0.0052 -2.8502 0.0 0.3 0.0
C -0.0535 -5.2566 0.7442 0.0 0.1 0.1
C 0.9474 3.7327 -0.2500 0.8 -0.3 0.0
C -3.9503 -2.4834 0.1119 0.3 0.0 0.0
C 4.0680 0.2519 -2.4078 -0.2 -0.3 0.0
C 1.1742 -1.6915 5.7041 0.0 0.1 0.1
C -4.0502 0.6254 3.7188 0.0 0.0 -0.4
C -1.6568 1.1901 5.0926 0.3 0.1 -0.1
C -1.6979 1.1784 3.7119 -0.9 -0.2 0.3
C -1.3094 4.2959 -1.3357 0.2 -0.1 0.2
C 3.4367 -2.4508 5.9714 0.1 -0.1 0.0
C -1.4820 2.7282 -3.6327 0.2 0.0 -0.3
C -0.1894 4.6808 -0.5982 -0.1 -0.1 -0.1
C -5.7564 2.4035 -2.1292 -0.2 -0.1 -0.1
C -2.2116 -0.9914 -1.1847 0.2 -0.4 -0.8
C -3.2415 -3.4122 0.8882 -0.4 0.0 0.0
C 5.2642 -1.2398 0.6707 0.1 0.0 0.1
C -2.2125 5.2878 -1.7386 0.0 0.1 0.0
C -2.8816 0.8901 3.0325 0.2 0.0 1.0
C -2.0202 6.6152 -1.4099 -0.1 0.0 -0.1
C 4.3357 -1.6894 1.6037 0.1 0.1 0.1
C 6.0547 -2.1433 -0.0214 0.0 -0.1 0.0
C 4.1855 -3.0576 1.8135 0.0 0.1 0.0
C -5.1744 -2.0256 0.5884 0.1 -0.1 0.0
C -2.5493 0.8533 1.5876 0.5 0.0 -1.0
C 5.1075 3.0314 -2.1355 -0.1 -0.1 0.1
C 2.8024 -1.2426 3.9860 0.0 0.2 0.0
C -2.8261 0.9047 5.7855 -0.2 0.0 0.0
C -1.9134 1.7189 -4.5029 0.0 0.0 0.2
C 3.0950 -0.7485 -2.5788 0.2 0.2 0.2
C -3.4286 2.6306 -1.5326 -0.2 0.1 -0.1
C -0.9120 6.9871 -0.6565 0.0 0.0 0.1
C 1.5072 -1.1370 4.4767 0.1 0.1 0.1
C 5.9200 -3.5050 0.2091 0.0 0.0 0.0
C 1.1670 -2.5383 -1.3683 -0.2 -0.1 0.2
C -5.1756 3.2725 0.0199 0.0 0.0 0.0
C 3.7718 -1.8880 4.7490 -0.1 0.0 0.1
C -0.9237 -4.2462 1.1830 0.0 0.0 0.2
C -4.0116 0.6300 5.1066 0.1 0.0 0.2
C -0.8446 3.8353 -4.2061 -0.1 -0.1 0.1
C 1.0602 -5.6555 1.4553 0.0 0.1 0.0
C -3.8374 3.1353 -0.2952 0.0 -0.1 0.0
C -3.4216 -1.9609 -1.2018 0.1 0.2 0.5
C 4.7575 -2.1525 -3.6657 0.0 -0.1 -0.1
C -0.6442 1.3588 2.6802 0.7 0.2 -0.9
C 1.3370 -5.0442 2.6660 0.0 -0.1 0.1
C 4.9814 -3.9592 1.1253 0.0 -0.1 0.0
C -4.4095 2.2744 -2.4485 0.1 0.0 0.1
C 0.4266 -0.9191 -3.7539 -0.1 0.0 0.1
H -3.0755 5.0076 -2.3301 0.0 0.0 0.0
H -2.1517 1.0553 -6.5241 0.0 0.0 0.0
H 2.7299 -2.7188 -3.3462 0.1 0.0 0.0
H 6.7315 -1.3262 -3.8367 0.0 0.0 0.0
H 2.4415 3.6011 -2.9616 0.0 0.0 0.1
H -5.7089 -1.2825 0.0101 0.0 0.0 0.0
H 0.7712 -0.6115 3.8861 0.0 0.0 0.0
H 3.4405 -3.4140 2.5131 0.0 0.0 0.0
H -2.7310 7.3631 -1.7430 0.0 0.0 0.0
H 0.4100 0.0285 -4.2939 0.0 0.0 0.0
H 0.1593 -1.6013 6.0738 0.0 0.0 0.0
H 6.7750 -1.7871 -0.7452 0.0 0.0 -0.1
H 0.9918 -1.6545 -4.3284 0.1 0.1 0.1
H 5.2430 2.9518 -3.2166 0.0 -0.1 0.0
H -2.8157 0.8844 6.8688 0.0 0.0 0.0
H -1.9026 -3.9470 -0.5735 0.1 0.1 0.0
H 4.8322 4.0554 -1.8834 0.0 0.0 0.0
H -0.7547 8.0265 -0.3927 0.0 0.0 0.0
H 6.1229 0.7682 -2.6960 0.0 0.0 0.0
H -4.9076 0.3980 5.6699 0.0 0.0 0.0
H -5.4586 3.6634 0.9901 0.0 0.0 0.0
H 0.4562 -2.6115 -0.5504 -0.1 0.0 0.0
H -3.0849 3.4152 0.4327 0.0 0.0 0.0
H -3.1274 -2.7876 -1.8602 0.0 0.1 -0.1
H 4.1908 -2.9774 6.5455 0.0 0.0 0.0
H -0.6011 -1.2608 -3.6339 0.0 0.1 0.0
H 5.0154 -3.0878 -4.1492 0.0 0.0 0.0
H -0.4594 4.6290 -3.5826 0.0 0.0 0.0
H -4.9550 0.3923 3.1731 -0.1 0.0 0.0
H -6.6445 -2.0869 2.1489 0.0 0.0 0.0
H -3.2207 -4.5977 2.6713 0.0 0.0 0.0
H -7.2014 2.9952 -0.6534 0.0 0.0 0.0
H -5.3939 -3.7611 3.4846 0.0 0.0 0.0
H 6.0464 2.8025 -1.6291 0.0 0.0 0.0
H 0.8753 6.2862 0.3097 0.0 0.0 -0.1
H 2.7165 2.0926 -3.8664 0.0 0.0 0.0
H 4.8700 -5.0234 1.3026 0.0 0.0 0.0
H -2.3377 0.8202 -4.0810 0.0 -0.1 0.0
H 4.7905 -1.9419 4.3850 0.0 0.0 0.0
H 1.8757 -2.8013 7.4050 0.0 0.0 0.0
H 0.7705 -3.4795 4.0309 0.0 -0.1 -0.1
H 5.3599 -0.1729 0.5053 0.0 0.0 0.0
H -4.2090 -1.3985 -1.7018 0.0 -0.1 -0.1
H 1.3685 2.2235 -2.7200 0.0 0.0 0.1
H -0.2270 4.8308 -5.9966 0.0 0.0 0.0
H 2.1885 -5.3643 3.2513 0.0 0.0 0.0
H -6.5061 2.1115 -2.8568 0.0 0.0 0.0
H -4.1371 1.9021 -3.4262 0.0 0.0 0.0
H -1.1187 3.0791 -7.5060 0.1 0.0 0.0
H 6.5393 -4.2137 -0.3286 0.0 0.0 0.0
H 1.6954 -6.4380 1.0646 0.0 0.0 0.0
H -0.7295 1.4027 5.6108 0.0 0.0 0.0
H 2.1468 -2.8061 -0.9742 0.0 0.1 0.0
H 0.8777 -3.2286 -2.1653 0.0 0.2 -0.1
```
Positions in Å, forces in eV/Å.

LUMO (spin up / spin down): 3.92 / 3.92 eV
Net charge: -2
ΔE to the lowest compared entry with this formula, charge and spin: 0.0 kcal per mole
E_tot: -296872.8292 eV
Kohn-Sham gap (spin up / spin down): 5.5 / 6.7 eV
Spin multiplicity: 5